A molecular structure, C5H10O at a distorted geometry, computed with wB97M-V/def2-TZVPD.

Cartesian coordinates (Å):
C -1.251 0.452 -0.722
C -0.565 -0.111 0.521
C -0.489 -1.686 0.338
O 0.788 -1.457 -0.308
C 0.933 -0.221 0.468
C 1.424 1.149 0.123
H -1.046 1.522 -0.789
H -2.335 0.314 -0.616
H -0.943 -0.032 -1.658
H -0.674 0.816 1.346
H -1.193 -2.195 -0.346
H -0.376 -2.279 1.258
H 1.347 -0.489 1.456
H 1.264 1.418 -0.932
H 2.446 1.405 0.428
H 0.564 1.654 0.887

energy above the lowest of the compared OMol25 structures with the same formula, charge and spin = 332.6 kJ/mol
LUMO level = 1.06 eV
gap between HOMO and LUMO = 10.86 eV